# 1
Here is a 2-piece molecular cluster, C7H15N2 overall at a distorted geometry from OMol25. Energies are from ωB97M-V with the def2-TZVPD basis set.

Output
Relative energy (zero: lowest compared OMol25 entry of this formula, charge and spin) = 170.89 kcal per mole
HOMO energy (spin up / spin down) = -11.4 / -11.4 eV
Spin multiplicity = 1
Gap between HOMO and LUMO (spin up / spin down) = 7.963 / 7.962 eV
Charge = +1

Positions of all 24 atoms, in Å:
C 2.28300 -0.86986 -0.00590
C -1.19517 -0.31798 -1.35870
C -1.86200 -1.22923 -0.47837
C 1.31088 0.19524 -0.26168
C -1.28118 -1.71309 0.86954
C 1.49819 1.42737 0.62085
C -2.68216 1.35449 -0.07842
N -2.01229 0.21208 -0.54616
N 2.51523 0.00572 -1.26147
H 3.16655 -0.90932 0.61623
H 2.20782 -1.92424 -0.40174
H -0.33541 0.04015 -1.90531
H -2.73988 -1.89486 -0.98946
H -0.95613 -0.87086 1.44809
H -0.45998 -2.22070 0.59494
H -1.98398 -2.26513 1.32755
H 0.75887 1.31945 1.30635
H 1.54637 2.42753 0.24455
H 2.40080 1.48049 1.14042
H -2.46957 1.32376 0.92904
H -2.31502 2.30229 -0.64862
H -3.62491 1.15274 -0.41724
H 3.32300 0.59289 -1.15176
H 2.33996 -0.42807 -2.14591



# 2
Here is an isolated ion of composition C7H15N2O and charge +1 at a distorted geometry from OMol25. Energies are from ωB97M-V with the def2-TZVPD basis set.

Output
Relative energy (zero: lowest compared OMol25 entry of this formula, charge and spin) = 70.12 kcal per mole
HOMO energy = -13.6 eV
Spin multiplicity = 1
Gap between HOMO and LUMO = 10.586 eV
SMILES = C=N[C@@H](C)C(C)(C)OC=[NH2+]
Charge = +1

Positions of all 25 atoms, in Å:
C -0.99628 2.03769 1.83867
N -0.46305 1.31367 0.93232
C -0.91810 -0.02473 0.54655
C -2.06186 -0.11049 -0.48109
C 0.33882 -0.87804 0.09216
C 0.02303 -2.34447 0.10703
C 1.54865 -0.42334 0.84949
O 0.67040 -0.55619 -1.43490
C 1.21048 0.43937 -2.03993
N 1.50946 1.56598 -1.55911
H -0.66755 3.02416 1.95053
H -1.85225 1.85380 2.54997
H -1.37561 -0.67214 1.41351
H -2.14408 -1.13402 -0.62023
H -2.94909 0.32007 -0.03204
H -1.96029 0.50686 -1.37043
H -1.00205 -2.46111 0.26648
H 0.54561 -2.94847 0.85529
H 0.28644 -2.85545 -0.78246
H 1.83184 -0.83680 1.74062
H 1.55002 0.65832 1.00321
H 2.40506 -0.58323 0.14489
H 1.35212 0.22359 -3.14472
H 1.34530 1.68406 -0.58299
H 1.77298 2.20090 -2.24284



# 3
Here is an isolated ion of composition C7H15N2O2 and charge +1 at a distorted geometry from OMol25. Energies are from ωB97M-V with the def2-TZVPD basis set.

Output
Relative energy (zero: lowest compared OMol25 entry of this formula, charge and spin) = 62.82 kcal per mole
HOMO energy = -12.9 eV
Spin multiplicity = 1
Gap between HOMO and LUMO = 10.164 eV
SMILES = C=C(O)COC(NC)=[N+](C)C
Charge = +1

Positions of all 26 atoms, in Å:
C 0.38972 0.09573 -3.22182
C 0.77211 -0.04364 -1.97368
O 0.54928 -1.26310 -1.30692
C 1.14665 1.14765 -1.13650
O 1.07053 0.79254 0.27761
C -0.00544 0.19707 0.71765
N -1.25190 0.63990 0.44454
C -1.50178 1.87068 -0.31574
N 0.11676 -0.83158 1.51771
C 1.40846 -1.38838 1.86689
C -0.97756 -1.15587 2.43056
H 0.30878 1.09289 -3.69600
H 0.25691 -0.78672 -3.86833
H 0.03693 -1.96668 -1.76900
H 2.19222 1.36358 -1.45852
H 0.62683 2.04700 -1.21215
H -2.13595 0.15793 0.44964
H -1.29656 1.57399 -1.43264
H -2.47155 2.33889 -0.04535
H -0.91307 2.58793 0.12854
H 1.31888 -2.41176 1.80126
H 2.13673 -0.85547 1.17811
H 1.79080 -1.24244 2.95472
H -1.47243 -1.92004 1.88119
H -0.51744 -1.66769 3.21288
H -1.57790 -0.37243 2.57533



# 4
Here is a 3-piece molecular cluster, C7H15N2O3S overall at a distorted geometry from OMol25. Energies are from ωB97M-V with the def2-TZVPD basis set.

Output
Relative energy (zero: lowest compared OMol25 entry of this formula, charge and spin) = 133.27 kcal per mole
HOMO energy (spin up / spin down) = -13.5 / -13.5 eV
Spin multiplicity = 1
Gap between HOMO and LUMO (spin up / spin down) = 8.640 / 8.645 eV
Charge = +1

Positions of all 28 atoms, in Å:
C 0.42355 0.52944 0.60353
C 0.46395 -0.62676 -1.52999
C -1.59703 0.40266 -0.77359
C 0.58344 0.25135 -2.77379
C -1.42448 1.30059 -2.05003
C 0.16657 1.16774 1.89306
C -3.62257 -2.50028 2.75228
N 2.71079 -0.04629 0.39688
N -0.17807 0.11942 -0.42450
O -1.06825 -1.62866 2.30957
O -2.50066 -1.98818 0.41647
O -0.70351 0.77455 -3.16009
S -2.31440 -2.14405 1.84157
H -0.15728 -1.64302 -1.68259
H 1.48772 -0.92099 -1.33422
H -2.15287 0.89090 -0.04948
H -2.00377 -0.58966 -1.08335
H 1.25522 1.12597 -2.63824
H 1.05134 -0.23004 -3.69017
H -2.48258 1.69916 -2.42170
H -0.83940 2.25521 -1.76026
H 0.54894 0.33509 2.46009
H 0.39718 2.18644 2.17666
H -0.95619 1.11349 2.05842
H -3.40987 -2.51593 3.81855
H -4.55730 -2.65237 2.13615
H 2.71712 0.57224 1.19640
H 2.58594 -0.93961 0.86835